1.
{
  "formula": "C29H23HfN7O5",
  "method": "ωB97M-V with the def2-TZVPD basis set",
  "e_tot_ha": -1926.00980,
  "gap_ev": 7.724,
  "lumo_energy_ev": -6.47,
  "e_above_lowest_ev": 1.462,
  "total_charge": 2,
  "e_homo_ev": -14.19,
  "symbols": ["Hf", "O", "C", "O", "H", "N", "C", "C", "C", "C", "C", "C", "C", "N", "C", "C", "N", "C", "H", "H", "H", "H", "H", "H", "H", "C", "O", "C", "C", "C", "C", "C", "C", "N", "C", "C", "C", "C", "C", "C", "C", "O", "H", "H", "H", "H", "H", "H", "H", "H", "H", "H", "H", "H", "H", "N", "C", "O", "C", "C", "N", "C", "N", "H", "H"],
  "xyz": [[0.4879, -0.2038, 0.6499], [2.4584, 0.8432, 3.4734], [1.3342, 0.4991, 3.6390], [0.6429, -0.1497, 2.6685], [0.7556, 0.5616, 4.5316], [-2.4831, -9.0420, -4.0632], [-2.1832, -8.1138, -3.4789], [-1.8417, -7.0251, -2.5965], [-2.6727, -6.8986, -1.4709], [-2.3489, -5.9872, -0.5199], [-1.2366, -5.1926, -0.6266], [-0.3257, -5.3631, -1.6494], [-0.6405, -6.2694, -2.6729], [-1.0599, -4.0642, 0.2804], [-1.1095, -4.0653, 1.6814], [-0.7828, -2.8007, 2.0772], [-0.5901, -2.0403, 0.9184], [-0.7480, -2.8742, -0.1222], [-3.4968, -7.5396, -1.4615], [-3.0013, -5.8048, 0.3131], [0.5924, -4.7839, -1.7462], [0.0214, -6.4965, -3.5169], [-1.2914, -4.9521, 2.2660], [-0.6082, -2.3522, 3.0668], [-0.6962, -2.5943, -1.1419], [3.5474, 3.7166, 1.7573], [2.2737, 3.9693, 1.1383], [1.1335, 4.0048, 1.8967], [0.9601, 3.6998, 3.2401], [-0.2859, 3.9107, 3.8143], [-1.3721, 4.2187, 3.0484], [-1.2323, 4.4055, 1.6851], [-0.0037, 4.2503, 1.1291], [0.3197, 4.4124, -0.2716], [-0.1891, 3.8929, -1.3458], [-1.2178, 2.9590, -1.5206], [-2.1578, 3.2577, -2.5583], [-3.3478, 2.5656, -2.6539], [-3.5925, 1.4447, -1.8216], [-2.6137, 1.0359, -0.9004], [-1.4278, 1.8192, -0.7598], [-0.4358, 1.3897, 0.0272], [3.7631, 4.3493, 2.6116], [4.2417, 3.9883, 1.0148], [3.6571, 2.6633, 2.0036], [1.8315, 3.6038, 3.8821], [-0.4288, 3.7751, 4.8838], [-2.3301, 4.3265, 3.5404], [-2.0915, 4.6827, 1.0588], [1.1592, 5.0098, -0.3207], [0.2494, 4.3282, -2.1968], [-2.0752, 4.1466, -3.1305], [-4.0155, 2.8065, -3.4147], [-4.5218, 0.8877, -2.0832], [-2.6638, 0.0969, -0.3560], [4.6536, 0.5793, -0.4517], [3.3357, 0.4087, -0.5792], [2.5160, 0.2846, 0.3873], [2.8104, 0.4066, -1.9196], [3.5842, 0.6639, -3.0321], [4.0967, 0.7689, -4.0641], [1.6541, -0.3506, -1.9472], [0.7701, -0.9754, -1.4958], [5.0241, 0.7411, 0.4706], [5.2452, 0.5651, -1.2642]],
  "nbo_charge": [2.618, -0.549, 0.675, -0.910, 0.138, -0.215, 0.228, -0.110, -0.135, -0.202, 0.119, -0.217, -0.144, -0.296, -0.047, -0.044, -0.734, 0.267, 0.251, 0.233, 0.235, 0.254, 0.265, 0.269, 0.259, -0.257, -0.522, 0.290, -0.289, -0.160, -0.221, -0.206, 0.091, -0.421, 0.285, -0.248, -0.101, -0.219, -0.111, -0.275, 0.377, -0.860, 0.205, 0.205, 0.196, 0.250, 0.240, 0.243, 0.242, 0.453, 0.226, 0.234, 0.241, 0.253, 0.224, -0.736, 0.712, -0.786, -0.535, 0.210, -0.220, 0.564, -0.660, 0.433, 0.443]
}

=====

2.
{
  "formula": "C23H25NO4",
  "method": "ωB97M-V with the def2-TZVPD basis set",
  "e_tot_ha": -1247.05938,
  "gap_ev": 4.468,
  "lumo_energy_ev": -2.50,
  "e_above_lowest_ev": 2.918,
  "e_homo_ev": -6.97,
  "symbols": ["C", "C", "C", "C", "C", "O", "N", "C", "O", "C", "H", "H", "H", "H", "H", "H", "H", "H", "H", "H", "C", "O", "C", "C", "C", "C", "C", "C", "C", "C", "C", "O", "C", "C", "C", "C", "C", "C", "H", "H", "H", "H", "H", "H", "H", "H", "H", "H", "H", "H", "H", "H", "H"],
  "xyz": [[2.0081, 5.8541, 1.7727], [1.2495, 4.7310, 1.0663], [-0.1073, 4.5875, 1.7662], [1.0527, 5.0102, -0.4359], [0.5483, 3.7632, -1.2565], [0.2097, 4.0126, -2.4181], [0.5120, 2.5142, -0.6882], [1.4002, 2.2446, 0.2991], [1.7255, 1.0998, 0.6527], [2.0731, 3.4253, 1.0717], [2.9759, 6.0507, 1.2943], [1.4116, 6.7769, 1.7584], [2.1849, 5.5771, 2.8222], [-0.7713, 3.8586, 1.2889], [0.0142, 4.2965, 2.8163], [-0.6268, 5.5536, 1.7636], [0.3757, 5.8547, -0.6051], [2.0195, 5.3062, -0.8728], [3.0358, 3.6243, 0.5717], [2.3166, 3.0948, 2.0851], [-6.5981, -1.2557, -1.0936], [-5.7302, -0.6357, -0.1247], [-4.3836, -0.8532, -0.1725], [-3.6372, -0.2298, 0.8654], [-2.2863, -0.4415, 0.9801], [-1.5595, -1.2417, 0.0454], [-0.1470, -1.4143, 0.1487], [0.5372, -2.6366, -0.0677], [1.9549, -2.7053, 0.1593], [2.6662, -3.8220, -0.2377], [1.9871, -4.8707, -0.9115], [2.8025, -5.8199, -1.4437], [4.1955, -5.4265, -1.1122], [4.1338, -4.1454, -0.2628], [0.5878, -4.8943, -1.0377], [-0.1218, -3.8384, -0.5116], [-2.3268, -1.8186, -1.0137], [-3.6991, -1.6535, -1.1198], [-7.5904, -0.8712, -0.8493], [-6.3240, -0.9586, -2.1130], [-6.5803, -2.3473, -0.9893], [-4.1764, 0.4092, 1.5571], [-1.7289, 0.0083, 1.8039], [0.4465, -0.5725, 0.5312], [2.4517, -1.8366, 0.5941], [4.6496, -6.2722, -0.5789], [4.7325, -5.2676, -2.0576], [4.7169, -3.3328, -0.7092], [4.5354, -4.3440, 0.7390], [0.1323, -5.7286, -1.5514], [-1.2065, -3.8957, -0.5019], [-1.7974, -2.3780, -1.7825], [-4.2446, -2.1452, -1.9348]],
  "nbo_charge": [-0.598, -0.055, -0.614, -0.513, 0.670, -0.647, -0.712, 0.671, -0.752, -0.512, 0.205, 0.204, 0.201, 0.223, 0.197, 0.201, 0.220, 0.215, 0.214, 0.214, -0.259, -0.476, 0.384, -0.251, -0.103, -0.205, 0.110, -0.108, -0.079, -0.119, 0.420, -0.450, -0.066, -0.458, -0.301, -0.094, -0.047, -0.351, 0.212, 0.190, 0.185, 0.241, 0.238, 0.297, 0.259, 0.202, 0.203, 0.243, 0.235, 0.242, 0.231, 0.211, 0.232]
}